Entry 1:
Density functional theory data (the ωB97M-V functional and the def2-TZVPD basis) for a molecular structure, C3H8AlN4O5.

```
21
Properties=species:S:1:pos:R:3:forces:R:3
Al 0.60037 -1.82107 -0.44197 1.32 0.58 4.20
O 2.31391 -1.58616 1.11891 -1.19 3.72 -0.71
O -0.06916 -0.66650 1.03084 0.47 -1.91 -1.44
O 3.35482 -3.42247 1.09502 6.22 -3.53 0.96
O 1.32629 -3.44850 1.22595 -6.95 -2.77 -0.34
O -0.21401 -0.61391 -1.77642 0.21 -5.48 1.69
N -0.97756 1.28952 -2.69280 -3.75 0.42 -3.33
N -2.18989 0.16579 1.17999 -0.01 -1.35 -0.17
N 0.81304 1.37375 -1.72288 3.87 0.05 3.07
N -0.46508 1.16199 2.17015 1.20 0.51 1.19
C -0.89730 0.11076 1.52438 -1.56 1.64 -1.81
C 2.37796 -2.84029 1.35919 0.08 3.37 -3.66
C -0.11864 0.54727 -2.05910 0.17 3.92 -0.76
H 0.53120 1.08215 2.31558 -0.01 0.72 0.74
H 0.84768 2.27393 -2.17959 0.74 -0.25 0.79
H 1.21870 1.14605 -0.82641 1.09 0.78 -0.10
H -1.28987 0.96861 -3.59811 -0.79 0.00 0.09
H -2.78381 0.89956 1.53909 -0.20 -0.51 -0.21
H -1.10223 1.75014 2.68807 0.60 0.03 0.16
H -0.76757 2.27473 -2.61959 -0.81 -0.29 -0.57
H -2.50883 -0.64535 0.66969 -0.70 0.39 0.20
```
Positions in Å, forces in eV/Å.

- ΔE to the lowest compared entry with this formula, charge and spin: 0.000 eV
- Charge: +1
- E_tot: -956.4880 Eh
- HOMO level: -11.325 eV
- LUMO energy: -6.23 eV
- Kohn-Sham gap: 5.0946 eV

Population analysis type natural (NBO), resulting atomic charges in e: number 1, Al, carries 1.6634; number 2, O, carries -0.7843; number 3, O, carries -0.8091; number 4, O, carries -0.4486; number 5, O, carries -0.5823; number 6, O, carries -0.7741; number 7, N, carries -0.7623; number 8, N, carries -0.7960; number 9, N, carries -0.7605; number 10, N, carries -0.7829; number 11, C, carries 0.8153; number 12, C, carries 0.8860; number 13, C, carries 0.8044; number 14, H, carries 0.4354; number 15, H, carries 0.4174; number 16, H, carries 0.4094; number 17, H, carries 0.4165; number 18, H, carries 0.4206; number 19, H, carries 0.4190; number 20, H, carries 0.3919; number 21, H, carries 0.4208

Entry 2:
Density functional theory data (the ωB97M-V functional and the def2-TZVPD basis) for a molecular structure, C3H8BFeN.

```
14
Properties=species:S:1:pos:R:3:forces:R:3
Fe 0.48310 -1.74439 -2.39060 -0.32 -0.18 2.53
N 0.35670 -1.62639 -0.04209 1.01 -1.77 -2.42
C -0.38989 0.44893 -0.87217 0.28 0.75 1.28
C 0.38376 -0.37089 0.09105 0.87 2.41 1.47
C 1.18471 0.30796 1.21659 -1.02 0.15 -0.85
B -1.86937 0.74093 -0.24548 -0.13 -0.26 -0.24
H -2.00677 1.65052 0.49436 0.20 -0.03 0.03
H 0.93437 -2.08488 0.66604 -0.20 -0.63 -0.32
H 1.52252 1.27601 0.82803 -0.01 -0.15 0.27
H -2.74152 -0.01020 -0.52441 0.05 0.09 -0.04
H 0.11038 1.40418 -1.07282 -0.05 -0.33 -0.44
H 2.04627 -0.27799 1.54408 -0.30 -0.07 0.01
H -0.49731 -0.21761 -1.73229 -0.67 0.04 -1.32
H 0.48306 0.50381 2.03970 0.30 -0.01 0.03
```
Positions in Å, forces in eV/Å.

- <S²>: 6.005
- Charge: +2
- E_tot: -1461.5785 Eh
- HOMO level (spin up / spin down): -19.975 / -19.977 eV
- LUMO energy (spin up / spin down): -12.19 / -12.81 eV
- Kohn-Sham gap (spin up / spin down): 7.7837 / 7.1675 eV
- 2S+1: 5

Population analysis type natural (NBO), resulting atomic charges in e: number 1, Fe, carries 1.7012; number 2, N, carries -0.7912; number 3, C, carries -0.7385; number 4, C, carries 0.4241; number 5, C, carries -0.6978; number 6, B, carries 0.5308; number 7, H, carries -0.0171; number 8, H, carries 0.4284; number 9, H, carries 0.2687; number 10, H, carries -0.0427; number 11, H, carries 0.3149; number 12, H, carries 0.2687; number 13, H, carries 0.0558; number 14, H, carries 0.2947

Entry 3:
Density functional theory data (the ωB97M-V functional and the def2-TZVPD basis) for C3H8BNO in the gas phase.

```
14
Properties=species:S:1:pos:R:3:forces:R:3
O -0.21394 1.17544 -1.15988 -0.26 0.60 -1.34
N -1.20756 0.98476 -0.13596 0.10 0.51 -0.51
C 1.00752 0.75219 -0.78526 0.06 -1.23 -0.21
C 0.14112 -1.01348 0.16480 -0.14 -0.53 -3.98
C -1.24469 -0.46307 0.01446 -0.41 -0.20 2.30
B 0.96578 -0.68010 1.34850 1.16 1.48 -1.03
H -2.06769 1.23404 -0.64648 0.57 0.22 0.30
H 2.14156 -0.87372 1.23781 -0.06 -0.45 0.74
H 1.66779 0.59497 -1.69420 -1.16 -0.64 0.96
H -1.51124 -0.53230 1.08662 -1.19 -0.37 -0.54
H 0.50000 0.19203 2.01263 0.10 -0.29 0.66
H 1.57123 1.44657 -0.17037 -0.26 -0.27 1.02
H 0.21262 -1.87456 -0.59798 0.82 1.28 1.34
H -1.96251 -0.94277 -0.67468 0.66 -0.09 0.28
```
Positions in Å, forces in eV/Å.

- ΔE to the lowest compared entry with this formula, charge and spin: 6.692 eV
- Charge: 0
- E_tot: -273.7611 Eh
- HOMO level: -8.952 eV
- LUMO energy: 0.42 eV
- Kohn-Sham gap: 9.3743 eV

Population analysis type natural (NBO), resulting atomic charges in e: number 1, O, carries -0.4171; number 2, N, carries -0.3042; number 3, C, carries 0.0287; number 4, C, carries -0.5060; number 5, C, carries -0.3296; number 6, B, carries 0.2424; number 7, H, carries 0.3543; number 8, H, carries -0.0527; number 9, H, carries 0.1976; number 10, H, carries 0.2379; number 11, H, carries -0.0529; number 12, H, carries 0.1731; number 13, H, carries 0.2357; number 14, H, carries 0.1928

Entry 4:
Density functional theory data (the ωB97M-V functional and the def2-TZVPD basis) for a molecular structure, C3H8Br3O2P2.

```
18
Properties=species:S:1:pos:R:3:forces:R:3
Br -2.00714 -0.98267 -1.29596 -0.01 -0.13 0.17
Br 2.54738 -3.27490 0.12800 -0.19 0.22 0.25
Br 0.77535 1.98246 0.85035 0.00 -0.18 0.06
P 2.03048 -1.18262 -0.37241 -0.14 -0.07 -1.33
P 0.28662 -0.91718 1.03993 1.01 0.08 0.76
O -0.57430 -2.23070 1.15385 -0.60 0.20 0.15
O 3.08846 -0.28229 0.44257 0.31 -0.38 0.35
C -1.50940 0.73279 -0.53302 0.38 0.91 -0.26
C -0.97450 1.59520 -1.66207 -0.48 -0.51 -0.36
C -0.61821 0.63030 0.72262 -0.24 -0.33 -0.16
H -0.08049 1.17963 -2.10976 0.38 0.15 0.07
H -1.23152 0.80414 1.59681 -0.16 -0.07 0.30
H -0.87939 2.62971 -1.36729 0.33 0.18 0.15
H -2.42485 1.21002 -0.22135 -0.41 -0.20 0.22
H 0.84866 -0.74646 2.31655 -0.07 0.27 -0.07
H -1.51953 -2.03519 1.30346 0.16 -0.47 -0.18
H 3.97958 -0.67768 0.43812 -0.15 0.25 0.13
H -1.73720 1.56544 -2.43041 -0.13 0.09 -0.26
```
Positions in Å, forces in eV/Å.

- Charge: +1
- E_tot: -8674.1278 Eh
- HOMO level: -13.419 eV
- LUMO energy: -3.94 eV
- Kohn-Sham gap: 9.4791 eV

Population analysis type natural (NBO), resulting atomic charges in e: number 1, Br, carries 0.0524; number 2, Br, carries -0.1465; number 3, Br, carries 0.1415; number 4, P, carries 0.8765; number 5, P, carries 1.2484; number 6, O, carries -0.9381; number 7, O, carries -0.9944; number 8, C, carries -0.2705; number 9, C, carries -0.6363; number 10, C, carries -0.6394; number 11, H, carries 0.2258; number 12, H, carries 0.2766; number 13, H, carries 0.2395; number 14, H, carries 0.2427; number 15, H, carries 0.0092; number 16, H, carries 0.5353; number 17, H, carries 0.5331; number 18, H, carries 0.2441